Here is C6H10O as an isolated structure from OMol25. Energies are from ωB97M-V/def2-TZVPD.

Atoms and positions in Å:
C  1.81246  -0.67950  0.00545
C  0.60072  0.11755  0.44618
C  0.33836  1.42874  -0.39648
C  -1.21689  1.70718  -0.60238
C  -1.39794  0.58460  -0.05209
C  -0.75663  -0.66732  0.36142
O  -0.82449  -1.72704  -0.55686
H  1.70380  -1.02838  -1.02683
H  2.70757  -0.04978  0.05714
H  1.96582  -1.55727  0.64037
H  0.70553  0.41937  1.49384
H  0.76130  1.34365  -1.40307
H  0.78742  2.29753  0.09042
H  -3.36410  -0.16659  -0.38826
H  -3.41166  0.18861  0.26610
H  -1.06513  -1.08548  1.32060
H  -0.69739  -1.36436  -1.44442

For the total energy, the calculation gives -8425.941 eV. Its relative energy (zero: lowest compared OMol25 entry of this formula, charge and spin) is 5.299 eV. The LUMO energy is 0.7 eV. As for the gap between HOMO and LUMO: 0.3686 Eh. As for the highest occupied orbital energy: -9.3191 eV.

Atomic partial charges in e from the Löwdin method, atoms 1 to 8:
1. C -0.062
2. C -0.309
3. C -0.178
4. C -0.001
5. C -0.133
6. C -0.358
7. O -0.015
8. H 0.079

---

Here is a 21-piece molecular cluster, C14H62N6O22S overall at a distorted geometry from OMol25. Energies are from ωB97M-V/def2-TZVPD.

Atoms and positions in Å:
N  -1.96781  1.50685  -0.53442
N  0.01973  -1.68300  -0.20830
N  -1.39487  2.69991  -0.30326
O  2.38977  3.83234  -1.44916
O  3.10239  5.64123  0.91368
S  -0.00290  4.67458  1.73668
C  -0.98963  0.58321  -0.47717
C  -1.09079  -0.94853  -0.52328
C  -0.06875  2.52027  -0.04459
C  1.21713  -0.99574  0.10158
C  1.33372  0.38623  0.18637
N  0.21064  1.15465  -0.09914
N  -2.20880  -1.70197  -0.83818
N  -2.04164  -4.62089  1.46738
C  -3.47217  -0.96181  -1.08106
C  -2.89417  -5.70881  0.96318
C  -1.97316  -4.64886  3.01584
C  -2.39202  -3.11570  -0.45368
C  -2.50070  -3.27507  1.03235
C  0.90578  6.14704  1.17687
C  1.37396  4.47845  -0.58703
C  0.83235  3.51943  0.50017
C  1.93695  5.77792  0.10106
H  2.62172  4.30591  -2.28234
H  2.86288  5.01297  1.64732
H  2.11845  -1.53510  0.24768
H  2.23671  0.97697  0.36392
H  -3.70076  -0.43581  -0.14850
H  -3.36917  -0.31775  -1.92572
H  -4.29582  -1.63757  -1.26442
H  -3.96618  -5.37716  1.00213
H  -2.66584  -5.99099  -0.09301
H  -2.75190  -6.61052  1.56352
H  -1.20518  -3.91354  3.23436
H  -1.75531  -5.65829  3.40361
H  -2.92796  -4.41904  3.44902
H  -1.43460  -3.64714  -0.67998
H  -3.18551  -3.54920  -1.09230
H  -1.97644  -2.49040  1.51964
H  -3.58393  -3.12799  1.23253
H  1.27980  6.75710  1.97711
H  0.17378  6.71645  0.68085
H  0.53126  4.98921  -1.14251
H  1.65917  3.07278  1.10097
H  2.09037  6.46014  -0.65997
O  5.39554  4.85181  -0.62379
H  5.85739  5.73931  -0.77481
H  4.41943  5.03360  -0.42906
O  3.26829  3.91277  3.21406
H  2.79649  4.03504  4.10074
H  4.12532  3.40148  3.38095
O  -1.37967  6.15356  -2.53940
H  -2.23730  5.73311  -2.87324
H  -1.61820  6.83787  -1.83329
O  1.23790  -3.53415  -2.04468
H  1.92366  -3.15908  -2.68718
H  0.98854  -2.80509  -1.38890
O  -1.45213  -1.86398  -3.63618
H  -1.88025  -1.70360  -2.73355
H  -2.04336  -1.44756  -4.34386
O  -2.53502  0.58132  -4.54856
H  -2.26106  0.59382  -5.52249
H  -3.09064  1.40716  -4.36683
O  -6.21923  -5.82287  2.63311
H  -5.82954  -5.41449  3.47282
H  -6.58732  -5.07450  2.06022
O  0.38619  -5.78363  1.12406
H  -0.58490  -5.51818  1.22544
H  0.75779  -5.31401  0.30850
O  -6.85058  -1.12485  -2.57976
H  -6.61457  -1.86924  -3.22315
H  -6.95104  -0.26942  -3.11071
O  -0.04158  -5.85654  -2.02516
H  0.41732  -4.95926  -1.93537
H  0.65885  -6.54613  -2.26519
O  2.93853  6.94202  3.91064
H  3.19336  6.05525  3.49536
H  1.93780  6.94409  4.06000
O  3.01955  5.18871  -3.61641
H  3.57613  4.97884  -4.43491
H  2.17451  5.65451  -3.92086
O  3.51879  1.56087  -2.53504
H  2.67764  1.00983  -2.64719
H  3.30180  2.34959  -1.93956
O  4.96197  -1.24327  0.92016
H  5.91747  -1.47175  0.67812
H  4.80418  -0.26943  0.69545
O  0.96898  -2.42379  2.86125
H  0.54020  -1.93235  3.63480
H  0.43272  -2.22627  2.02628
O  -5.12843  -4.80210  5.10631
H  -5.70464  -5.11722  5.87600
H  -4.99159  -3.80425  5.20298
O  4.85818  1.76416  0.53957
H  5.32732  1.60927  -0.34342
H  5.23258  2.60914  0.95141
O  4.18446  -2.99753  -1.26957
H  4.37849  -2.34448  -0.52149
H  4.09931  -3.92183  -0.86686
O  5.42769  6.72395  2.07263
H  4.63294  6.31087  1.60198
H  5.46266  7.70551  1.82959
O  -4.69513  -6.84964  -1.84113
H  -4.96160  -5.89317  -1.64642
H  -5.22277  -7.16655  -2.64420

For the total energy, the calculation gives -80340.744 eV. Its relative energy (zero: lowest compared OMol25 entry of this formula, charge and spin) is 0.189 eV. The LUMO energy is -0.3 eV. As for the gap between HOMO and LUMO: 0.2930 Eh. As for the highest occupied orbital energy: -8.2418 eV.

Atomic partial charges in e from the Löwdin method, atoms 1 to 8:
1. N 0.055
2. N 0.077
3. N 0.071
4. O -0.074
5. O -0.103
6. S 0.935
7. C -0.143
8. C -0.143